ORCA calculation (the ωB97M-V functional and the def2-TZVPD basis) on a structure of composition C16H44B2O8S4Sn2 at a distorted geometry.

## Properties
spin multiplicity: 1
net charge: +2
E_tot: -90020.420 eV
Kohn-Sham gap: 0.207 Ha
HOMO energy: -13.19 eV

Structure (XYZ):
```
76
Properties=species:S:1:pos:R:3:mulliken_charge:R:1
Sn 0.943 1.671 -2.455 1.144
Sn 0.277 3.408 2.111 1.022
B 0.026 4.198 -0.732 1.213
H 0.350 4.534 0.391 -0.193
H -0.712 3.276 -0.695 -0.639
H -0.487 5.051 -1.360 -0.106
H 1.044 3.909 -1.334 -0.286
B 0.189 0.955 0.339 1.339
H -0.748 1.162 -0.365 -0.511
H 0.814 0.002 0.001 -0.328
H 0.957 1.885 0.197 -0.231
H -0.225 0.897 1.458 -0.472
C 3.975 -0.337 3.104 -0.504
S 2.596 0.146 4.166 0.328
O 2.123 1.527 3.813 -0.537
C 1.392 -0.987 3.425 -0.261
H 3.625 -0.188 2.078 -0.216
H 4.294 -1.371 3.222 0.422
H 4.823 0.325 3.267 0.417
H 1.584 -2.021 3.702 0.495
H 1.396 -0.773 2.357 -0.228
H 0.423 -0.692 3.824 0.082
C -3.484 3.763 -1.191 -0.392
S -4.263 3.167 -2.704 0.539
O -5.168 2.056 -2.254 -0.660
C -5.415 4.556 -2.874 -1.033
H -3.015 2.934 -0.666 -0.359
H -4.267 4.175 -0.551 0.444
H -2.786 4.570 -1.410 0.309
H -4.872 5.487 -2.696 0.360
H -6.164 4.458 -2.090 0.342
H -5.867 4.570 -3.860 0.354
C -4.545 0.968 3.732 -1.166
S -3.263 1.206 2.487 0.673
O -2.243 2.169 3.064 -0.664
C -2.513 -0.418 2.677 -0.541
H -5.059 1.916 3.881 0.387
H -4.045 0.722 4.668 0.385
H -5.236 0.206 3.382 0.427
H -3.291 -1.178 2.744 0.541
H -1.896 -0.480 3.572 0.368
H -1.871 -0.590 1.814 -0.362
C -3.333 -0.137 -1.122 -0.583
S -2.550 -0.075 -2.756 0.376
O -1.755 1.208 -2.964 -0.541
C -1.276 -1.351 -2.497 -0.731
H -4.362 0.208 -1.212 0.460
H -2.793 0.582 -0.506 -0.345
H -3.398 -1.115 -0.647 0.480
H -0.529 -0.906 -1.832 0.035
H -0.826 -1.588 -3.458 0.489
H -1.727 -2.206 -2.000 0.390
O 2.465 -0.802 -1.812 -0.432
C 3.653 -1.048 -1.941 0.320
O 4.073 -2.168 -2.494 -0.309
C 5.431 -2.476 -2.134 -0.390
C 6.045 -1.120 -1.743 -0.649
C 4.827 -0.252 -1.385 0.029
H 5.952 -2.880 -2.996 0.334
H 5.471 -3.179 -1.304 0.258
H 6.456 -0.691 -2.657 0.263
H 6.762 -1.138 -0.931 0.394
H 4.817 0.738 -1.833 0.446
H 4.713 -0.256 -0.299 -0.201
O 1.934 -6.561 0.446 -0.526
C 1.473 -5.524 0.091 0.388
O 1.386 -5.175 -1.215 -0.379
C 0.719 -3.928 -1.376 -0.384
C 1.036 -3.201 -0.083 1.256
C 1.087 -4.324 0.957 -0.570
H -0.348 -4.117 -1.538 0.220
H 1.078 -3.435 -2.278 0.224
H 0.263 -2.494 0.229 -0.568
H 1.976 -2.653 -0.127 -0.258
H 0.095 -4.470 1.388 0.329
H 1.792 -4.306 1.784 0.272
```

---

ORCA calculation (the ωB97M-V functional and the def2-TZVPD basis) on a structure of composition C16H44CrN4O8S at a distorted geometry.

## Properties
spin multiplicity: 5
net charge: 0
E_tot: -78901.045 eV
Kohn-Sham gap (alpha / beta): 0.223 / 0.302 Ha
HOMO energy (alpha / beta): -5.91 / -8.08 eV
energy relative to the best compared isomer or geometry (same formula, charge and spin): 299.0 kJ/mol

Structure (XYZ):
```
74
Properties=species:S:1:pos:R:3:mulliken_charge:R:1
Cr -0.806 -0.761 1.356 -0.200
S 0.355 0.915 3.056 1.822
O 1.548 0.562 3.713 -0.813
O 0.480 0.724 1.655 -0.873
O -0.652 -0.148 3.374 -0.473
O -0.163 2.242 3.383 -0.816
C 1.637 -3.998 0.835 -1.378
C 1.786 -2.902 1.837 0.227
C 2.745 -1.762 1.360 -1.127
O 2.267 -1.059 0.177 -0.301
C 3.023 0.034 -0.170 -0.778
N 0.495 -2.309 2.177 -0.077
H 2.564 -4.502 0.561 0.436
H 1.247 -3.632 -0.115 0.082
H 0.886 -4.730 1.131 0.364
H 2.154 -3.339 2.766 0.546
H 3.712 -2.218 1.145 0.579
H 2.969 -1.193 2.262 0.437
H 3.959 -0.217 -0.668 0.380
H 3.310 0.725 0.622 0.332
H 2.395 0.610 -0.850 -0.075
H 0.157 -3.033 2.795 0.311
H 0.820 -1.651 2.871 0.098
C -4.873 0.736 1.285 -1.556
C -3.671 -0.047 1.654 0.173
C -3.707 -1.568 1.439 -1.077
O -2.354 -2.191 1.631 0.516
C -2.424 -3.596 1.914 -1.022
N -2.534 0.566 1.017 -0.158
H -4.942 1.765 1.637 0.385
H -5.752 0.251 1.710 0.414
H -4.963 0.776 0.200 0.386
H -3.529 0.013 2.733 0.251
H -3.936 -1.685 0.380 0.387
H -4.458 -2.070 2.049 0.444
H -2.893 -3.719 2.890 0.349
H -1.464 -4.095 2.046 0.164
H -3.067 -4.109 1.198 0.350
H -2.796 0.829 0.077 0.239
H -2.708 1.430 1.509 0.349
C 0.400 3.905 -2.133 -1.699
C 0.943 2.878 -1.148 1.531
C 2.123 3.539 -0.252 -0.555
O 3.214 3.859 -1.121 -0.367
C 4.369 4.237 -0.405 -0.775
N -0.093 2.515 -0.221 -0.180
H 1.173 4.460 -2.665 0.331
H -0.200 4.656 -1.618 0.388
H -0.189 3.424 -2.913 0.315
H 1.313 2.069 -1.778 -0.680
H 2.443 2.823 0.505 0.241
H 1.742 4.411 0.279 0.530
H 4.663 3.424 0.259 0.286
H 4.313 5.121 0.231 0.309
H 5.118 4.449 -1.168 0.267
H 0.336 1.821 0.373 -0.297
H -0.201 3.261 0.451 0.465
C -2.076 -1.949 -2.074 -1.305
C -0.597 -1.678 -1.924 0.376
C 0.162 -1.048 -3.157 -0.992
O -0.414 0.222 -3.454 -0.311
C 0.245 0.990 -4.467 -0.896
N -0.406 -0.738 -0.751 1.535
H -2.299 -2.602 -2.918 0.515
H -2.603 -1.002 -2.194 0.337
H -2.458 -2.556 -1.254 0.016
H -0.147 -2.643 -1.691 0.227
H 0.103 -1.655 -4.059 0.584
H 1.220 -0.953 -2.914 0.402
H -0.436 1.712 -4.918 0.273
H 0.529 0.329 -5.286 0.361
H 1.178 1.486 -4.196 0.322
H -0.843 0.081 -1.150 0.257
H 0.562 -0.497 -0.908 -1.110
```

---

ORCA calculation (the ωB97M-V functional and the def2-TZVPD basis) on a structure of composition C16H44FLiN4O4 at a distorted geometry.

## Properties
spin multiplicity: 1
net charge: 0
E_tot: -34372.454 eV
Kohn-Sham gap: 0.212 Ha
HOMO energy: -7.01 eV
energy relative to the best compared isomer or geometry (same formula, charge and spin): 713.2 kJ/mol

Structure (XYZ):
```
70
Properties=species:S:1:pos:R:3:mulliken_charge:R:1
Li 1.658 0.431 0.083 0.893
F -0.060 2.605 -2.211 -0.933
C 1.337 -4.728 4.223 -1.399
C -0.042 -4.277 3.794 0.332
C -1.169 -4.754 4.800 -0.548
O -1.330 -6.152 4.536 -0.320
C -2.504 -6.654 5.265 -0.793
N -0.144 -2.809 3.682 -0.685
H 1.603 -4.233 5.157 0.329
H 2.184 -4.346 3.653 0.361
H 1.481 -5.808 4.266 0.334
H -0.249 -4.728 2.823 0.244
H -2.017 -4.230 4.358 0.316
H -0.992 -4.498 5.844 0.361
H -2.498 -6.459 6.337 0.316
H -2.590 -7.741 5.264 0.284
H -3.390 -6.104 4.949 0.310
H -1.130 -2.590 3.694 0.280
H 0.223 -2.473 4.561 0.283
C 0.686 2.106 -9.644 -1.406
C 1.347 2.788 -8.439 0.371
C 0.716 4.190 -8.160 -0.573
O 1.136 5.057 -9.208 -0.318
C 1.233 6.414 -8.770 -0.763
N 1.081 1.857 -7.309 -0.714
H -0.370 1.869 -9.515 0.361
H 1.075 1.131 -9.935 0.369
H 0.774 2.797 -10.483 0.331
H 2.409 2.939 -8.634 0.257
H 0.967 4.668 -7.213 0.424
H -0.362 4.033 -8.210 0.228
H 0.256 6.741 -8.413 0.318
H 1.533 6.958 -9.665 0.245
H 1.994 6.571 -8.005 0.314
H 0.166 1.453 -7.453 0.272
H 0.927 2.367 -6.451 0.286
C -5.587 -0.176 6.630 -1.366
C -6.396 0.800 5.695 0.636
C -6.120 0.614 4.183 -0.775
O -4.753 0.850 4.002 -0.228
C -4.477 2.016 3.291 -0.778
N -7.839 0.827 5.836 -0.774
H -4.502 -0.066 6.639 0.305
H -5.753 -1.191 6.268 0.310
H -6.033 -0.143 7.624 0.360
H -6.043 1.786 5.998 0.194
H -6.746 1.203 3.513 0.461
H -6.224 -0.448 3.962 0.267
H -4.999 2.140 2.343 0.327
H -3.404 1.961 3.105 0.233
H -4.615 2.933 3.863 0.298
H -8.329 1.417 5.179 0.252
H -8.010 1.359 6.677 0.278
C 6.298 -0.834 -2.768 -1.378
C 5.544 -0.787 -1.400 0.196
C 5.805 0.585 -0.686 -0.761
O 5.048 0.443 0.557 -0.293
C 5.341 1.349 1.584 -0.743
N 4.123 -1.140 -1.571 -0.528
H 7.349 -0.617 -2.573 0.368
H 5.879 -0.085 -3.440 0.372
H 6.315 -1.801 -3.269 0.376
H 6.021 -1.547 -0.781 0.260
H 5.320 1.433 -1.169 0.346
H 6.856 0.761 -0.460 0.406
H 4.935 0.802 2.435 0.246
H 4.809 2.300 1.615 0.305
H 6.401 1.568 1.712 0.284
H 4.052 -2.117 -1.816 0.266
H 3.792 -0.591 -2.352 0.310
```

---

ORCA calculation (the ωB97M-V functional and the def2-TZVPD basis) on a structure of composition C16H44KNO7 at a distorted geometry.

## Properties
spin multiplicity: 1
net charge: 0
E_tot: -49450.654 eV
Kohn-Sham gap: 0.252 Ha
HOMO energy: -6.96 eV
energy relative to the best compared isomer or geometry (same formula, charge and spin): 139.0 kJ/mol

Structure (XYZ):
```
69
Properties=species:S:1:pos:R:3:mulliken_charge:R:1
K -0.866 0.360 -0.018 0.724
C -3.460 -4.213 -0.659 -1.377
C -2.625 -3.455 0.310 -0.374
O -2.028 -2.288 -0.189 -0.856
H -2.921 -4.605 -1.522 0.269
H -4.275 -3.570 -0.991 0.276
H -3.920 -5.115 -0.257 0.410
H -1.937 -4.151 0.790 0.287
H -3.262 -3.183 1.152 0.297
C -0.278 -1.056 3.317 -0.823
O 0.639 -0.775 2.297 0.170
C 1.661 0.089 2.788 -0.572
C 2.737 0.313 1.679 -1.060
N 2.214 0.355 0.325 1.235
C 3.140 0.410 -0.802 -0.400
C 4.139 1.604 -0.783 -0.499
O 4.725 1.756 -2.070 -0.442
C 3.819 2.115 -3.069 -0.635
H -0.643 -0.176 3.846 0.337
H 0.107 -1.796 4.019 0.267
H -1.053 -1.583 2.761 0.129
H 2.190 -0.238 3.682 0.350
H 1.127 1.007 3.035 0.308
H 3.431 -0.526 1.727 0.442
H 3.310 1.197 1.959 0.430
H 1.615 -0.449 0.203 -0.660
H 2.579 0.375 -1.736 0.040
H 3.786 -0.466 -0.756 0.282
H 4.970 1.487 -0.088 0.334
H 3.612 2.521 -0.515 0.274
H 3.212 2.941 -2.696 0.279
H 3.309 1.382 -3.693 0.190
H 4.486 2.523 -3.828 0.324
C 1.188 -4.300 -0.777 -1.289
C 1.394 -3.017 0.036 -0.128
O 0.764 -1.960 -0.643 -0.082
H 0.132 -4.512 -0.947 0.178
H 1.646 -5.198 -0.363 0.419
H 1.651 -4.178 -1.756 0.324
H 2.462 -2.948 0.241 0.332
H 0.916 -3.158 1.006 0.129
H -0.183 -2.013 -0.496 0.071
C 0.969 3.516 0.497 -0.462
C -0.367 3.792 1.093 -0.624
O -0.991 2.561 1.459 -0.256
H 0.803 2.814 -0.320 -0.011
H 1.709 3.170 1.218 0.110
H 1.356 4.440 0.068 0.446
H -1.079 4.332 0.469 0.268
H -0.355 4.427 1.979 0.421
H -1.438 2.628 2.306 0.158
C 0.374 0.376 -3.566 -0.949
C 0.112 1.856 -3.199 -0.146
O -0.950 2.038 -2.365 -0.423
H -0.455 -0.025 -4.150 0.400
H 0.539 -0.211 -2.663 0.067
H 1.230 0.309 -4.238 0.354
H -0.195 2.386 -4.101 0.428
H 0.955 2.386 -2.757 0.132
H -1.252 2.942 -2.483 0.271
C -5.492 1.371 1.833 -1.192
C -4.831 0.024 1.559 -0.258
O -3.642 0.097 0.749 -0.356
H -5.572 1.928 0.899 0.292
H -4.940 2.006 2.526 0.258
H -6.507 1.217 2.200 0.355
H -5.573 -0.717 1.261 0.361
H -4.563 -0.355 2.545 0.315
H -3.355 -0.815 0.664 0.130
```